No. 1
7
Properties=species:S:1:pos:R:3:forces:R:3:nbo_charge:R:1 method="wB97M-V/def2-TZVPD" s_squared=2.026 total_charge=+3 max_force_ev_per_a=11.54 multiplicity=3 lumo_energy_ev="-19.303 / -22.740"
O -0.925604 -1.494668 -0.340800 1.16 -2.80 0.87 0.1556
C -0.670875 0.467490 0.210894 -4.16 7.73 -0.95 0.6324
C -0.103550 -0.859817 0.267056 -2.77 -1.08 -3.53 0.7606
O 0.969491 -0.140039 0.017569 -6.78 -1.19 2.98 -0.5572
Au 2.619782 -0.131570 -0.441243 11.17 0.16 -2.90 1.7197
F -1.037835 1.138125 -0.849790 1.28 -3.11 2.75 -0.0575
H -0.851407 1.020479 1.136315 0.11 0.29 0.77 0.3464


No. 2
12
Properties=species:S:1:pos:R:3:forces:R:3:nbo_charge:R:1 method="wB97M-V/def2-TZVPD" max_force_ev_per_a=3.96 multiplicity=1 lumo_energy_ev=-0.610
B 0.382692 -0.789942 0.651389 -1.77 3.37 1.06 1.0910
C -1.076567 1.419855 1.052179 1.60 -1.33 0.25 0.8153
C 0.572041 -0.601058 -1.690537 -2.11 0.11 -3.31 1.1861
O 0.806133 -1.138008 1.847814 0.10 -1.08 -0.37 -0.8853
O 0.599705 -1.308666 -0.577436 0.75 -0.85 1.23 -0.7379
F -0.486115 2.456778 0.471605 0.83 0.32 -0.74 -0.3546
F -1.340813 1.837654 2.294848 0.71 -0.63 1.06 -0.3558
F -2.256589 1.291125 0.522339 -1.49 -0.83 -1.39 -0.3427
F -0.595448 0.112651 -1.730695 1.39 -0.27 -0.25 -0.3132
F 1.613817 0.186697 -1.880935 -0.20 0.09 0.53 -0.2897
F 0.537109 -1.456866 -2.778434 0.08 0.85 1.59 -0.3217
H 1.244034 -2.010220 1.817861 0.11 0.24 0.34 0.5085


No. 3
7
Properties=species:S:1:pos:R:3:forces:R:3:mulliken_charge:R:1 method="wB97M-V/def2-TZVPD" total_charge=+1 max_force_ev_per_a=4.85 multiplicity=1 lumo_energy_ev=-6.794
C 0.509670 0.190661 0.825398 0.46 1.12 0.71 -0.5235
C 1.599498 0.583329 0.183233 1.23 0.04 -0.46 0.7220
O 2.574305 0.921123 -0.338923 -1.25 -0.29 0.53 -0.1875
Bi -1.760898 -1.220138 -0.933515 -2.88 -3.17 -2.27 1.3733
F -0.156706 -0.950846 0.349658 3.13 0.80 2.41 -0.1766
H 0.142772 0.615395 1.753926 0.04 -0.23 -0.34 0.3649
O -2.908641 -0.139524 -1.839777 -0.74 1.72 -0.58 -0.5726


No. 4
8
Properties=species:S:1:pos:R:3:forces:R:3:nbo_charge:R:1 method="wB97M-V/def2-TZVPD" max_force_ev_per_a=3.43 multiplicity=1 lumo_energy_ev="-0.206 / -0.620"
C 0.663397 0.203020 -0.327825 0.98 3.13 0.99 0.2299
C -0.292798 2.447113 -0.882099 2.16 -2.26 0.02 -0.5646
F 0.030064 -0.585871 -1.128996 -0.71 -0.81 -0.02 -0.2929
Cl 2.343577 0.361942 -0.678750 -0.12 -0.21 -0.27 0.0036
Br 1.308394 3.474765 -0.710274 -0.55 0.15 -0.22 0.1257
Br -0.736095 1.943049 -2.658923 -0.29 0.54 0.34 0.1414
Br -1.589617 2.848809 0.375203 -0.57 0.07 0.05 0.1678
H 0.569819 0.230390 0.776965 -0.91 -0.63 -0.89 0.1890


No. 5
8
Properties=species:S:1:pos:R:3:forces:R:3:nbo_charge:R:1 method="wB97M-V/def2-TZVPD" smiles="O=C(Br)C(=O)Br.Br" max_force_ev_per_a=2.14 multiplicity=1 lumo_energy_ev=-1.231
C 1.180969 0.831462 0.627132 -0.53 -0.67 0.36 0.4148
C 1.708333 -0.066616 -0.578434 -0.70 1.14 -0.80 0.3598
O 0.630562 0.379580 1.585085 1.03 1.19 -1.44 -0.4414
O 1.909168 0.401058 -1.655333 0.17 -0.71 1.15 -0.4411
Br 1.398840 2.713281 0.114961 -0.20 -0.63 0.67 0.0256
Br 1.627284 -1.909026 -0.192307 0.20 -0.32 0.06 0.0820
Br -3.635781 -1.133119 0.466130 -0.61 -0.04 -0.44 -0.2086
H -4.819377 -1.216623 -0.367236 0.63 0.05 0.44 0.2088


No. 6
10
Properties=species:S:1:pos:R:3:forces:R:3:nbo_charge:R:1 method="wB97M-V/def2-TZVPD" max_force_ev_per_a=3.58 multiplicity=1 lumo_energy_ev=-0.649
C 0.917449 0.294295 -0.209316 -2.50 -0.13 0.89 -0.6675
C -0.490416 2.794211 0.855000 1.24 -1.58 0.08 -0.6109
O 0.008782 0.387429 2.292665 -0.12 -0.30 0.73 -0.8975
S 0.896673 1.239861 1.528843 -1.48 0.70 -3.19 1.2720
Br 2.004811 -1.236170 0.223368 -0.09 -0.01 -0.33 0.0964
Br 1.549507 1.369712 -1.638884 0.32 -0.23 -0.15 0.1098
Br -1.865848 1.931634 -0.196402 -0.10 0.29 0.42 0.1165
Br -1.052437 3.318781 2.581350 -0.44 0.39 0.21 0.1532
Br 0.299397 4.209801 -0.154888 0.04 0.17 0.37 0.1400
H -0.233156 -0.029324 -0.468364 3.12 0.71 0.97 0.2880


No. 7
8
Properties=species:S:1:pos:R:3:forces:R:3:nbo_charge:R:1 method="wB97M-V/def2-TZVPD" max_force_ev_per_a=4.61 multiplicity=1 lumo_energy_ev="-1.049 / -0.257"
C -1.714879 0.323794 0.282119 -2.27 1.01 -3.49 -0.3743
C 1.542559 -0.380374 0.034908 -0.22 -0.56 -1.80 0.6231
F 1.174958 -0.455176 -1.292332 0.71 -0.09 1.92 -0.3312
F 1.893173 -1.589486 0.482754 -0.19 0.92 -0.35 -0.3090
Cl -1.671286 -0.781843 -0.954290 -0.24 -0.67 -0.55 0.0835
Cl 2.682912 0.879501 0.284303 -0.05 -0.21 0.19 0.0160
Br -2.710321 1.854625 0.066298 -0.05 0.25 0.15 0.1168
H -1.197113 0.148960 1.096239 2.31 -0.65 3.93 0.1751


No. 8
6
Properties=species:S:1:pos:R:3:forces:R:3:nbo_charge:R:1 method="wB97M-V/def2-TZVPD" smiles=N#C[C@@H](Br)I max_force_ev_per_a=4.14 multiplicity=1 lumo_energy_ev=-2.009
C -1.006929 -0.165764 -0.319113 -0.57 0.58 0.06 0.1517
C 0.333262 0.160764 -0.176355 1.78 -0.68 3.68 -0.3298
N -2.145205 -0.201838 -0.384015 -1.24 -0.47 -0.19 -0.2155
Br 0.641399 1.799553 0.936453 -0.30 -1.36 -0.86 0.1001
I 1.274247 -1.844320 0.975893 -0.77 1.95 -1.12 0.0616
H 0.903226 0.251605 -1.032865 1.10 -0.01 -1.57 0.2320


No. 9
10
Properties=species:S:1:pos:R:3:forces:R:3:nbo_charge:R:1 method="wB97M-V/def2-TZVPD" max_force_ev_per_a=3.60 multiplicity=1 lumo_energy_ev="-1.575 / -1.456"
C -0.395159 -0.661245 -0.123719 1.26 0.48 -0.08 0.3873
C 1.390657 0.905319 0.120835 -1.49 -2.37 1.20 0.2199
N 0.024665 -1.797789 -0.379209 2.65 1.59 0.62 -0.1274
N -1.466424 0.101772 0.005680 -1.00 3.42 0.48 -0.2733
F 0.860811 1.398219 1.289422 1.02 0.09 -1.34 -0.3380
F -0.700977 -2.821738 -0.826806 -1.93 -1.01 -0.33 -0.2008
F -2.749655 -0.334480 0.488674 1.58 -0.13 -0.39 -0.2193
Cl 1.475517 2.004544 -1.184025 -0.36 0.22 0.18 0.0811
Cl 2.931380 0.054292 0.353833 -1.41 0.47 0.07 0.0551
H -1.370811 1.151104 0.255312 -0.31 -2.75 -0.41 0.4154


No. 10
7
Properties=species:S:1:pos:R:3:forces:R:3:nbo_charge:R:1 method="wB97M-V/def2-TZVPD" smiles="FC(Cl)(Cl)C=S" max_force_ev_per_a=1.61 multiplicity=1 lumo_energy_ev=-1.118
C 0.394264 0.351856 0.307600 -0.77 -0.54 -0.18 0.2444
C -0.608812 -0.466667 -0.519263 -0.42 0.16 0.29 -0.3455
H -0.236916 -1.508763 -0.555860 -0.53 0.46 -0.39 0.2192
F -0.041091 1.587331 0.523976 0.11 0.42 0.09 -0.3047
S -2.011932 0.120525 -1.089385 1.39 -0.68 0.43 0.1666
Cl 0.576283 -0.473987 1.883065 0.02 0.11 -0.15 -0.0024
Cl 1.928204 0.389704 -0.550133 0.20 0.07 -0.08 0.0225


No. 11
7
Properties=species:S:1:pos:R:3:forces:R:3:nbo_charge:R:1 method="wB97M-V/def2-TZVPD" s_squared=2.007 max_force_ev_per_a=3.82 multiplicity=3 lumo_energy_ev="0.646 / -2.809"
C -1.632683 -1.308856 -0.096524 0.79 -0.74 0.33 0.8568
C 1.262689 1.274108 -0.172446 1.93 1.38 0.94 -0.1379
N -1.299731 -0.194887 -0.248482 0.78 3.63 -0.90 -0.7767
O -1.920512 -2.384700 0.139065 -1.36 -2.86 0.39 -0.5032
Cl 1.683712 -0.122195 0.612467 -0.10 -1.10 0.05 0.0951
Cl 2.259871 2.620248 0.224285 -1.02 -0.10 -0.79 0.0634
H -0.353343 0.116284 -0.458367 -1.03 -0.21 -0.03 0.4025


No. 12
8
Properties=species:S:1:pos:R:3:forces:R:3:nbo_charge:R:1 method="wB97M-V/def2-TZVPD" max_force_ev_per_a=3.59 multiplicity=1 lumo_energy_ev="-4.544 / -4.543"
C 1.103362 -3.370562 2.131396 -2.06 2.80 0.90 -0.0256
C -0.699053 -0.736176 2.082016 -1.46 -1.39 1.91 0.3896
N 1.800913 -4.141791 1.662032 1.51 -1.76 -0.96 -0.5674
O -0.677563 0.732996 0.174547 -0.60 -0.94 1.73 -0.3648
O -0.014678 -0.395798 1.095574 1.31 1.53 -2.45 -0.2977
Cl -0.417140 -0.071352 3.637845 0.05 -0.37 -0.93 0.1855
Cl -2.112014 -1.684866 1.930524 0.60 0.69 -0.10 0.1900
H -0.085888 0.717479 -0.587775 0.65 -0.56 -0.10 0.4904


No. 13
8
Properties=species:S:1:pos:R:3:forces:R:3:nbo_charge:R:1 method="wB97M-V/def2-TZVPD" max_force_ev_per_a=2.20 multiplicity=1 lumo_energy_ev="-1.783 / -1.787"
C 1.135486 0.020213 0.213452 0.06 -1.49 -0.94 -0.5097
C -1.235167 0.534501 -0.091186 -1.30 -1.31 0.45 0.1381
O -1.102847 1.694647 -0.014572 -0.51 2.14 0.05 -0.4836
O -0.351593 -2.045717 -0.680886 -0.40 -0.93 -0.17 -1.0350
P -0.049511 -0.624766 -0.888257 0.82 0.04 0.12 1.3962
Cl 1.662309 1.566148 0.020238 0.75 1.18 0.30 0.1865
Cl 2.039660 -1.102570 1.094818 0.27 0.13 0.39 0.1433
H -2.098336 -0.042453 0.346396 0.30 0.23 -0.21 0.1641


No. 14
8
Properties=species:S:1:pos:R:3:forces:R:3:nbo_charge:R:1 method="wB97M-V/def2-TZVPD" total_charge=-1 max_force_ev_per_a=1.60 multiplicity=1 lumo_energy_ev="3.100 / 3.101"
C -0.516563 1.155067 0.841984 0.22 -0.04 -0.35 0.9542
C -0.424808 -2.131232 0.674366 0.66 0.85 -1.02 -0.1389
O -1.082371 2.183161 1.163038 -0.41 0.85 -0.17 -0.7442
O -0.172418 1.015427 -0.516232 -0.07 0.11 -0.23 -0.7766
O -0.172359 0.201150 1.569490 0.21 -1.52 0.42 -0.7843
Cl 0.375927 -2.749346 2.026726 0.23 -0.30 0.78 0.0104
Cl -2.107522 -2.278640 0.833718 -0.70 0.00 0.30 0.0033
H 0.247396 0.148911 -0.606300 -0.14 0.04 0.27 0.4760


No. 15
11
Properties=species:S:1:pos:R:3:forces:R:3:nbo_charge:R:1 method="wB97M-V/def2-TZVPD" total_charge=+1 max_force_ev_per_a=2.76 multiplicity=1 lumo_energy_ev="-8.096 / -7.634"
C -0.575999 -1.268156 0.503357 2.63 -0.70 -0.45 0.4649
C -0.821737 1.105643 0.381216 0.52 0.22 -0.07 0.4672
N -1.727225 -1.565998 0.981813 -0.47 1.35 -0.50 -0.6223
N -2.058985 1.127306 0.787469 0.93 -0.13 -0.10 -0.6735
N -0.072891 -0.011509 0.104549 0.37 -0.35 0.19 -0.6158
O -3.831351 -0.381937 1.886790 -0.99 0.03 1.19 -0.6901
S -2.845114 -0.301883 0.893863 1.56 -0.17 -1.57 1.8688
Cl 0.653078 -2.540832 0.386220 -1.36 1.33 0.14 0.1464
Cl 0.171077 2.504930 0.169777 -1.18 -0.28 0.26 0.1725
Cl -4.501271 0.465921 -1.610819 0.28 -0.17 0.32 -0.0193
H 0.957990 0.195994 -0.164045 -2.30 -1.11 0.59 0.5012


No. 16
8
Properties=species:S:1:pos:R:3:forces:R:3:nbo_charge:R:1 method="wB97M-V/def2-TZVPD" smiles="S=C(S)C(Cl)(Cl)Cl" max_force_ev_per_a=6.14 multiplicity=1 lumo_energy_ev="-1.877 / -1.877"
C 0.445401 -0.070828 -0.165347 3.13 1.59 -5.04 -0.3479
C -0.929655 0.207806 0.263006 -2.10 1.44 0.14 -0.1557
S 1.025688 0.534568 -1.749652 -1.85 -1.39 3.18 -0.0124
S 1.659665 -0.807771 0.794663 0.70 -1.22 -1.35 0.1823
Cl -2.209664 -0.377824 -0.903139 1.00 -0.37 0.79 0.0490
Cl -1.237078 2.025500 0.245544 0.51 -0.74 0.32 0.0237
Cl -1.211895 -0.361658 1.912340 -0.17 -0.15 -0.22 0.0587
H 2.457537 -1.149792 -0.397415 -1.21 0.83 2.17 0.2023


No. 17
10
Properties=species:S:1:pos:R:3:forces:R:3:nbo_charge:R:1 method="wB97M-V/def2-TZVPD" s_squared=2.022 max_force_ev_per_a=2.80 multiplicity=3 lumo_energy_ev="-0.143 / -2.443"
C 2.070011 -0.046741 -1.090008 -0.22 -0.82 0.58 -0.1397
C 2.115829 -1.136409 -0.300628 0.58 -0.27 -0.25 -0.3416
O -0.477942 0.384772 1.454638 -1.57 0.22 0.04 -1.0305
P -1.760906 0.496199 0.740424 1.43 -0.68 1.10 1.6320
S 1.951555 -2.323229 0.726500 -0.15 0.54 -0.30 0.2727
Cl 0.677375 1.059344 -0.815451 2.03 0.35 -1.89 -0.0210
Cl -3.274542 0.100824 1.950064 -0.63 0.34 0.22 -0.1998
Cl -2.027397 -0.922180 -0.642486 -0.07 0.17 -0.33 -0.2118
Cl -2.113369 2.272500 -0.141478 -0.28 -0.43 0.23 -0.1968
H 2.839384 0.114924 -1.881576 -1.12 0.58 0.60 0.2366


No. 18
6
Properties=species:S:1:pos:R:3:forces:R:3:nbo_charge:R:1 method="wB97M-V/def2-TZVPD" smiles="FC(F)=CCl" max_force_ev_per_a=3.48 multiplicity=1 lumo_energy_ev=0.311
C -0.403362 0.693275 -0.477224 1.99 -2.82 0.46 -0.3961
C -0.309740 -0.702915 -0.443700 0.41 0.70 0.56 0.7568
H -0.482336 1.290707 -1.401015 -0.11 -0.78 0.64 0.2506
F -0.284420 -1.570854 -1.471421 -0.79 1.57 0.58 -0.2955
F -0.142898 -1.489363 0.664150 -0.13 1.99 -1.39 -0.3047
Cl 0.506283 1.547593 0.834824 -1.38 -0.66 -0.85 -0.0110


No. 19
7
Properties=species:S:1:pos:R:3:forces:R:3:nbo_charge:R:1 method="wB97M-V/def2-TZVPD" max_force_ev_per_a=3.23 multiplicity=1 lumo_energy_ev="-2.821 / -2.815"
C 1.111738 -0.877968 0.834810 -0.05 -0.70 1.53 -0.0462
C 0.262322 0.042768 0.058800 1.20 0.53 -2.95 0.3949
F 0.310961 -0.172131 -1.323829 -0.39 0.00 0.38 -0.3662
F 0.922257 1.212450 0.229039 0.31 0.71 0.39 -0.3115
S 4.611895 0.528061 0.017738 0.02 0.03 0.00 -0.0047
Cl 2.068114 -1.823855 -0.110302 0.11 -0.16 -0.23 0.1622
H -0.759387 0.207487 0.259300 -1.19 -0.40 0.87 0.1716


No. 20
10
Properties=species:S:1:pos:R:3:forces:R:3:nbo_charge:R:1 method="wB97M-V/def2-TZVPD" max_force_ev_per_a=2.56 multiplicity=1 lumo_energy_ev="-1.240 / -1.566"
C 1.030160 -0.676197 0.864963 0.17 0.33 -0.70 0.2816
C -1.406449 0.989987 -0.503018 0.92 -1.32 -0.43 0.9308
F 0.356581 -0.765431 2.024424 -0.49 -0.09 0.36 -0.3379
F 2.200049 -1.344281 1.027896 0.24 -0.21 -0.04 -0.3462
F -1.298120 1.454955 -1.749871 -0.12 -0.11 0.54 -0.3283
F -0.777156 1.808627 0.339182 -0.31 -0.20 -0.20 -0.3302
F -2.680000 0.851156 -0.168329 0.42 0.10 -0.04 -0.3181
P 0.009090 -1.507345 -0.528036 -1.43 1.52 1.48 0.5395
Cl 1.297502 -1.194858 -1.985874 0.71 0.31 -0.90 -0.2432
H 1.268343 0.383388 0.678663 -0.10 -0.33 -0.08 0.1523